{"formula": "C5H8O2", "method": "the ωB97M-V functional and the def2-TZVPD basis", "elements": ["O", "C", "C", "C", "C", "C", "O", "H", "H", "H", "H", "H", "H", "H", "H"], "positions_angstrom": [[-1.61443, -0.84363, -1.16101], [-0.46897, -0.91725, -0.38495], [0.77056, -0.19922, -1.09377], [0.82187, 0.97897, -0.18639], [0.83272, 0.38021, 1.20322], [-0.61664, -0.00953, 0.86341], [-1.09686, 1.19544, 0.31112], [-1.91269, 0.08122, -1.03507], [-0.26281, -1.96526, -0.15926], [1.66631, -0.82739, -0.99144], [0.58063, -0.00376, -2.14819], [0.15439, 1.88062, -0.21365], [1.50348, -0.47403, 1.35012], [0.92855, 1.10991, 2.00532], [-1.28612, -0.38630, 1.64054]], "forces_ev_per_angstrom": [[-0.08, 0.10, -0.03], [0.15, -0.27, 0.25], [-0.06, 0.18, -0.12], [-0.98, -0.16, 0.16], [-0.05, 0.03, 0.15], [-0.27, -0.42, 0.29], [-0.11, -0.33, 0.04], [-0.01, -0.18, -0.01], [0.03, 0.04, -0.06], [-0.17, 0.29, 0.04], [-0.10, 0.03, 0.15], [1.81, 0.75, -0.73], [-0.05, 0.25, -0.14], [-0.13, -0.08, -0.03], [0.03, -0.24, 0.03]], "orbital_gap_ev": [8.9, 8.9], "charge": 0, "e_tot_ha": -345.63869, "lumo_energy_ev": [-0.31, -0.31], "e_above_lowest_ev": 4.524}


{"formula": "C4H9N", "method": "the ωB97M-V functional and the def2-TZVPD basis", "elements": ["C", "C", "N", "H", "H", "H", "H", "H", "C", "C", "H", "H", "H", "H"], "positions_angstrom": [[0.79971, -1.08966, -3.25867], [0.71485, 0.23970, -3.46893], [0.08458, 0.71779, -4.59122], [0.22631, -1.79135, -3.86871], [1.16699, -1.64453, -2.42886], [1.05471, 0.85460, -2.66838], [0.49243, 1.51992, -5.03535], [-0.30681, 0.09708, -5.29143], [-0.25995, 0.34483, 5.48068], [-1.29647, -0.25402, 6.01674], [-0.17801, 1.39017, 5.12155], [0.70015, -0.08772, 5.11907], [-2.22328, 0.35234, 6.09800], [-1.41137, -1.35718, 6.23736]], "forces_ev_per_angstrom": [[-1.10, -0.13, -0.47], [-0.01, -3.24, 0.02], [-0.49, 1.38, -0.54], [0.34, 0.35, -0.59], [0.52, 0.53, 0.97], [0.37, 1.08, -0.14], [0.00, 0.27, 0.13], [0.39, -0.25, 0.63], [2.30, 0.65, -1.71], [-1.64, -0.61, -0.07], [-0.98, -0.39, 0.75], [-0.82, -0.57, 0.89], [0.63, -0.57, 0.35], [0.51, 1.50, -0.21]], "orbital_gap_ev": 9.4, "charge": 0, "e_tot_ha": -212.47524, "lumo_energy_ev": 1.24, "smiles": "C=CN.C=C", "e_above_lowest_ev": 2.066}


{"formula": "C8H32NO10S3", "method": "the ωB97M-V functional and the def2-TZVPD basis", "elements": ["C", "C", "S", "C", "C", "C", "S", "O", "O", "C", "C", "C", "N", "S", "H", "H", "H", "H", "H", "H", "H", "H", "H", "H", "H", "H", "H", "H", "H", "H", "O", "H", "H", "O", "H", "H", "O", "H", "H", "O", "H", "H", "O", "H", "H", "O", "H", "H", "O", "H", "H", "O", "H", "H"], "positions_angstrom": [[-3.58888, -0.84467, -2.18962], [-2.29762, -0.42529, -2.98269], [-0.82915, -0.92463, -1.95571], [-0.41111, 0.61608, -1.03335], [0.66806, 0.39334, 0.05220], [2.11987, 0.01905, -0.38222], [2.34309, -1.68393, -0.99619], [3.63049, -2.18663, -0.41671], [1.26498, -2.63395, -0.63812], [0.34298, -0.45972, 1.32231], [-0.35580, 0.52521, 2.31147], [0.28459, 1.86598, 1.91459], [0.77643, 1.73938, 0.70725], [1.48676, 3.19807, 0.03388], [-3.88045, 0.00236, -1.53003], [-4.40704, -1.05350, -2.90271], [-3.32714, -1.72501, -1.57604], [-2.22571, 0.67930, -3.10555], [-2.22740, -0.85295, -3.99952], [-0.03464, 1.36525, -1.76971], [-1.33472, 1.04531, -0.59420], [2.44784, 0.71404, -1.19481], [2.83856, 0.17384, 0.44937], [2.48527, -1.73422, -2.37304], [1.33499, -0.63172, 1.80446], [-0.08974, -1.46282, 1.18391], [-0.48307, 0.25987, 3.37537], [-1.38879, 0.62828, 1.88109], [0.29770, 2.76990, 2.54727], [0.34680, 3.84895, -0.40667], [5.42993, 0.17467, 0.79368], [5.28404, 0.94256, 0.23284], [4.90417, -0.52668, 0.38641], [-1.21711, 0.79521, 5.20824], [-1.07230, 1.50126, 5.84388], [-1.64639, 0.09779, 5.72485], [-0.78126, -0.75851, -6.19613], [-0.10716, -0.93938, -5.53387], [-0.48389, -1.24409, -6.97184], [0.23281, -4.45226, -2.94456], [0.34818, -3.72747, -2.31522], [-0.16312, -5.15615, -2.42256], [-2.97608, -4.06718, -1.39534], [-2.90343, -4.66936, -0.64833], [-2.23371, -4.30401, -1.96277], [1.12353, 3.74006, 4.26709], [1.53554, 4.54594, 3.93657], [0.88015, 3.95718, 5.17262], [-2.61689, -1.78019, 6.01463], [-2.77580, -2.51121, 6.61937], [-3.13628, -2.00190, 5.23589], [2.41092, 6.04312, -2.13509], [2.27235, 5.31203, -1.52816], [1.90467, 5.80340, -2.91848]], "forces_ev_per_angstrom": [[0.72, 0.59, -0.44], [-0.29, 0.70, 0.77], [0.08, 0.22, -0.34], [-0.13, -0.12, -0.84], [0.12, -0.54, 0.60], [-0.45, 1.11, -1.48], [1.91, -4.98, 2.64], [-1.91, 2.34, -1.52], [0.67, 2.46, -0.87], [0.99, 0.34, 1.20], [-0.78, 0.43, -1.74], [-0.70, -2.80, 0.00], [0.09, 2.34, 1.72], [-0.42, 0.00, -0.53], [0.04, -0.64, -0.33], [0.31, 0.02, 0.52], [-0.57, 0.34, -0.42], [-0.13, -0.70, -0.03], [0.20, -0.07, 0.69], [-0.11, -0.43, 0.55], [0.50, -0.34, 0.05], [-0.16, -0.64, 0.30], [-0.48, -0.52, -0.36], [-0.31, 0.83, 0.63], [-0.56, -0.21, -0.43], [-0.20, 0.77, -0.25], [0.50, 0.39, -0.53], [0.31, 0.21, 0.65], [0.17, -0.27, -0.55], [0.54, -0.74, 0.35], [-0.49, 0.13, -0.02], [0.25, 0.05, -0.04], [0.26, -0.33, -0.02], [-0.08, 0.01, 0.20], [0.03, 0.05, 0.00], [-0.05, -0.22, -0.06], [0.06, 0.02, 0.13], [0.01, -0.03, 0.01], [-0.08, 0.00, -0.07], [-0.27, 0.26, 0.05], [0.08, -0.09, 0.11], [0.20, -0.17, -0.02], [0.17, -0.07, 0.06], [-0.09, -0.01, 0.03], [-0.05, 0.09, -0.13], [-0.06, 0.09, -0.23], [0.07, 0.01, 0.04], [-0.02, -0.08, 0.05], [0.00, 0.06, -0.14], [0.08, 0.05, 0.13], [-0.04, 0.03, -0.02], [-0.15, -0.08, 0.04], [0.16, 0.02, -0.03], [0.05, 0.10, -0.08]], "orbital_gap_ev": 7.4, "charge": 1, "e_tot_ha": -2325.37106, "lumo_energy_ev": -4.42}